1.
{
  "formula": "C12H16N",
  "method": "ωB97M-V with the def2-TZVPD basis set",
  "species": ["C", "C", "C", "C", "C", "C", "C", "C", "C", "C", "C", "C", "N", "H", "H", "H", "H", "H", "H", "H", "H", "H", "H", "H", "H", "H", "H", "H", "H"],
  "positions_angstrom": [[-3.574470, -1.790594, -0.235951], [-2.875279, -1.243881, 0.596596], [2.750183, 1.475231, 0.485880], [2.811752, 0.441192, -0.450479], [1.587073, 2.340218, 0.623954], [1.627277, 0.161300, -1.349856], [0.478967, 2.082580, -0.107170], [0.433384, 1.022879, -1.104093], [-1.172877, -0.481254, -2.478830], [0.154207, -1.088001, 2.659996], [-1.740892, -0.831874, 1.312676], [-0.805579, 0.649699, -1.549923], [-1.012888, -1.605068, 2.088999], [-4.073341, -2.130904, -1.040017], [3.723416, 1.692619, 1.047803], [3.802670, 0.112836, -0.557526], [1.832352, 3.205310, 1.196450], [1.891451, 0.415581, -2.385719], [-0.343792, 2.771482, -0.057684], [-1.748195, -0.183557, -3.277989], [-0.266636, -1.127399, -2.951254], [-1.891134, -1.049778, -1.790871], [0.262112, -0.059654, 2.496572], [-0.056494, -1.273337, 3.700255], [1.118465, -1.626670, 2.513754], [-1.526372, 0.231788, 1.255620], [-1.586865, 1.313247, -1.318271], [1.349149, -0.880407, -1.395104], [-1.147643, -2.543583, 2.072184]],
  "forces_ev_per_angstrom": [[2.466, 2.023, 3.057], [-0.458, -1.562, -0.949], [1.616, -2.100, -1.401], [-1.464, 3.378, 2.279], [0.536, -1.032, -0.784], [1.078, 0.742, -0.638], [1.124, 1.039, 0.167], [-2.197, -1.494, 1.398], [2.202, -2.102, 2.193], [1.838, -1.376, 2.650], [-0.377, -0.322, 0.821], [2.233, -0.099, -1.068], [-0.990, 4.124, -3.640], [-1.804, -1.117, -2.106], [-1.702, -0.164, -0.750], [0.836, -1.309, -0.645], [-0.890, 0.634, 0.566], [0.499, -0.272, -0.038], [-0.403, 0.132, -0.022], [-1.287, 0.951, -1.862], [-2.213, 1.392, 1.573], [1.112, -0.194, -1.399], [0.157, 1.397, -0.412], [0.525, 0.474, 0.963], [-0.929, 0.166, -0.723], [0.458, -0.106, 0.162], [-1.166, 0.735, 0.338], [0.000, -0.421, 0.141], [-0.799, -3.517, 0.128]],
  "homo_ev": [-10.6, -10.6],
  "total_charge": 1,
  "multiplicity": 1
}


2.
{
  "formula": "CH5N2",
  "method": "ωB97M-V with the def2-TZVPD basis set",
  "species": ["C", "N", "N", "H", "H", "H", "H", "H"],
  "positions_angstrom": [[-0.261991, 0.477589, 0.262054], [-0.456409, -0.678470, 0.812176], [0.573901, 0.587587, -0.714901], [-0.650393, 1.431897, 0.541215], [-1.143739, -0.964498, 1.401172], [0.478550, -1.857875, 0.010019], [0.625836, 1.394506, -1.281297], [0.834246, -0.390734, -1.030440]],
  "forces_ev_per_angstrom": [[0.139, -0.244, 0.249], [4.753, -1.856, -4.162], [0.731, -3.105, -0.724], [-1.037, 0.211, 0.955], [-2.301, -1.026, 2.180], [-2.970, 3.086, 2.631], [0.380, 0.742, -0.666], [0.303, 2.192, -0.463]],
  "homo_ev": -16.4,
  "total_charge": 1,
  "multiplicity": 1
}


3.
{
  "formula": "C3H5N3O",
  "method": "ωB97M-V with the def2-TZVPD basis set",
  "species": ["C", "N", "C", "C", "N", "N", "O", "H", "H", "H", "H", "H"],
  "positions_angstrom": [[-0.391246, 1.283188, -0.209321], [-0.269367, 0.037220, 0.586237], [-0.350555, -1.224474, -0.012349], [0.647704, -1.540646, -1.076274], [1.434040, -1.689999, -1.864427], [0.580895, 0.195486, 1.567323], [1.254717, 1.205445, 1.635825], [-1.070006, 1.198187, -1.120492], [0.454397, 1.668761, -0.661163], [-0.531592, 1.996108, 0.449936], [-0.446961, -1.852558, 0.947511], [-1.312027, -1.276716, -0.242806]],
  "forces_ev_per_angstrom": [[-1.414, -3.898, -3.949], [0.804, 4.782, -1.985], [2.211, -1.656, 3.299], [-2.836, 0.596, 3.301], [2.139, -0.484, -2.275], [2.481, -1.753, 2.186], [-1.494, -0.136, -0.335], [0.103, -0.058, 1.825], [2.665, -0.190, -0.923], [-1.953, 3.639, 3.079], [1.333, -0.181, -1.669], [-4.039, -0.660, -2.554]],
  "homo_ev": -9.7,
  "multiplicity": 1
}


Relative energy (zero: lowest compared OMol25 entry of this formula, charge and spin) for every record listed, in sequence, given in kJ/mol: 418.46, 383.17, 506.43.
Largest force on an atom for every record listed, in sequence, given in eV/Å: 5.6, 6.6, 5.7.